Entry from the Open Molecules 2025 dataset: a cluster of 6 separate species, C23H46Br2ClNO11PS5 in total in a non-equilibrium geometry (ωB97M-V/def2-TZVPD).

Each line ends with the Löwdin charge.
Cartesian coordinates (Å):
1 C -1.55289 0.71371 -1.74537  -0.10
2 C -0.76788 0.34471 -0.48306  -0.68
3 Br -1.73104 -0.14875 1.11530  0.86
4 C 0.55011 0.33952 -0.47091  -0.73
5 Br 1.54762 0.84369 -2.05307  0.85
6 N 1.26374 -0.07094 0.75154  -0.17
7 P 2.97271 -0.66230 0.37587  0.58
8 O 3.93648 0.46321 1.10375  -0.29
9 Cl 3.08847 -2.45003 1.42611  0.27
10 H -2.62336 0.85439 -1.53221  0.09
11 H -1.48749 -0.18407 -2.39804  0.10
12 H -1.10312 1.55506 -2.28792  0.04
13 H 1.27275 0.68981 1.47105  0.07
14 H 0.78610 -0.88258 1.17437  0.07
15 H 3.95329 1.18910 0.44738  0.06
16 C 0.34263 5.37404 3.36602  -0.21
17 C 1.35889 4.86758 4.39658  -0.19
18 C 0.94218 3.44734 4.79453  -0.22
19 S 0.07507 2.77169 3.38529  0.69
20 O -1.29974 2.54696 3.74450  -0.31
21 O 0.88843 1.72083 2.78032  -0.38
22 C 0.16732 4.23670 2.36655  -0.22
23 H 0.68143 6.28605 2.87631  0.12
24 H -0.60855 5.58885 3.85896  0.13
25 H 2.35401 4.84674 3.94535  0.12
26 H 1.40912 5.51850 5.26826  0.12
27 H 1.80332 2.82185 5.02165  0.07
28 H 0.25666 3.45349 5.63968  0.11
29 H -0.73489 4.32481 1.76347  0.11
30 H 1.04223 4.14136 1.72140  0.11
31 C 2.74021 -3.61984 -2.74367  -0.22
32 C 2.57034 -5.08765 -2.33645  -0.20
33 C 1.19248 -5.22568 -1.67825  -0.21
34 S 0.16179 -3.94799 -2.40154  0.66
35 O -0.19182 -2.99770 -1.36930  -0.35
36 O -0.83163 -4.55682 -3.24711  -0.31
37 C 1.43543 -3.22601 -3.42791  -0.23
38 H 3.59575 -3.47916 -3.40362  0.12
39 H 2.89604 -3.00458 -1.85227  0.08
40 H 2.61786 -5.71921 -3.22623  0.12
41 H 3.36175 -5.41371 -1.66198  0.12
42 H 0.74623 -6.19836 -1.87383  0.11
43 H 1.24179 -5.04915 -0.60422  0.10
44 H 1.29062 -2.14875 -3.49303  0.08
45 H 1.35825 -3.67625 -4.41781  0.11
46 C -4.43080 -3.78511 -2.94785  -0.23
47 C -5.75163 -4.35123 -2.41306  -0.22
48 C -6.80998 -4.15582 -3.50460  -0.22
49 S -5.92488 -4.16472 -5.06632  0.66
50 O -6.03646 -2.85858 -5.66602  -0.32
51 O -6.24733 -5.36622 -5.79108  -0.32
52 C -4.28938 -4.32752 -4.36316  -0.24
53 H -3.58415 -4.07313 -2.32471  0.10
54 H -4.47991 -2.69262 -2.96862  0.12
55 H -5.63169 -5.41684 -2.20312  0.12
56 H -6.05195 -3.86698 -1.48355  0.11
57 H -7.54467 -4.95814 -3.50511  0.10
58 H -7.31180 -3.19388 -3.40898  0.10
59 H -3.57193 -3.77542 -4.96617  0.11
60 H -4.03502 -5.38753 -4.35395  0.11
61 C 1.31373 5.46133 -5.28802  -0.21
62 C 1.30621 3.94110 -5.08426  -0.21
63 C 0.83412 3.67568 -3.65011  -0.29
64 S -0.22275 5.05389 -3.20409  0.66
65 O 0.41077 5.78982 -2.13850  -0.32
66 O -1.58539 4.59353 -3.10828  -0.32
67 C -0.01495 5.96195 -4.72851  -0.22
68 H 1.43096 5.72797 -6.33763  0.12
69 H 2.14382 5.90443 -4.73208  0.12
70 H 0.61122 3.48237 -5.79157  0.12
71 H 2.28918 3.50434 -5.26272  0.12
72 H 0.26568 2.75395 -3.57673  0.03
73 H 1.66870 3.65507 -2.95089  0.07
74 H -0.02217 7.03058 -4.52446  0.11
75 H -0.84360 5.69948 -5.38677  0.11
76 C 1.97425 -1.40926 8.22058  -0.21
77 C 1.31493 -1.86101 6.91280  -0.21
78 C 1.05517 -0.60544 6.07234  -0.22
79 S 2.30439 0.58844 6.55792  0.66
80 O 1.65011 1.70255 7.19856  -0.32
81 O 3.23671 0.77276 5.47011  -0.33
82 C 3.06645 -0.42412 7.81654  -0.22
83 H 2.38248 -2.25045 8.77949  0.12
84 H 1.23595 -0.90994 8.85284  0.12
85 H 1.99261 -2.52974 6.37615  0.12
86 H 0.39103 -2.40950 7.09476  0.12
87 H 1.14643 -0.80581 5.00644  0.09
88 H 0.07756 -0.17454 6.28690  0.11
89 H 3.40654 0.20298 8.63817  0.11
90 H 3.91275 -0.93915 7.36090  0.11

Forces on the atoms, in the same order (eV/Å):
-0.16 -1.16 0.42
-1.16 0.46 -0.61
0.40 0.23 -0.97
0.40 -0.02 0.12
-0.25 -0.51 1.28
0.66 -0.37 0.14
1.69 -0.40 -1.33
-1.51 -0.88 -0.17
-0.22 1.29 0.34
0.56 0.25 -0.03
-0.05 0.48 0.22
-0.35 -0.12 0.42
-0.35 0.17 0.25
-0.24 0.33 -0.11
0.39 -0.08 0.37
0.00 0.00 0.21
0.02 0.07 -0.19
0.44 0.18 0.19
0.01 1.07 0.31
0.08 -0.56 -0.22
-0.09 -0.45 -0.20
0.01 0.25 -0.27
-0.04 -0.04 -0.03
0.00 0.00 -0.07
-0.03 -0.01 0.02
0.00 -0.07 0.00
-0.18 -0.03 -0.05
-0.07 -0.16 -0.10
0.00 -0.18 0.01
-0.02 -0.03 0.01
0.00 -0.04 0.09
0.06 0.01 -0.08
0.34 -0.26 0.16
0.33 -0.33 -0.40
-0.17 0.19 0.06
-0.29 0.27 0.27
0.36 0.18 -0.06
-0.03 0.02 0.02
0.00 0.03 -0.04
-0.01 0.03 0.02
-0.04 -0.01 -0.02
-0.17 0.11 0.04
-0.11 0.07 -0.04
-0.16 -0.04 0.02
-0.09 0.00 0.04
-0.05 0.05 0.13
0.06 -0.02 0.03
-0.14 -0.02 0.47
0.11 -0.20 0.10
-0.06 -0.09 -0.11
-0.07 0.20 -0.19
0.31 0.06 0.24
0.01 0.02 -0.06
0.02 -0.02 -0.03
0.01 0.03 -0.02
-0.02 -0.03 -0.03
-0.02 0.07 -0.18
0.03 -0.01 -0.14
-0.11 -0.05 -0.12
-0.04 0.02 -0.06
0.07 -0.05 0.08
-0.02 0.03 -0.12
0.31 -0.16 -0.34
-0.15 0.19 -0.40
-0.14 -0.15 0.18
0.08 -0.02 0.36
0.21 0.13 -0.33
-0.01 0.01 0.04
-0.04 0.03 -0.03
0.01 0.02 0.03
-0.03 0.01 0.01
-0.11 0.13 0.07
-0.09 0.12 0.05
-0.09 -0.05 0.14
-0.03 -0.01 0.09
-0.13 0.03 -0.02
0.05 -0.09 0.03
-0.30 -0.37 -0.07
0.21 -0.64 0.26
0.11 0.14 -0.18
-0.17 0.42 -0.04
0.03 -0.26 0.31
0.00 0.04 0.00
0.05 0.00 0.02
-0.01 0.03 0.02
0.02 0.03 -0.03
0.02 0.21 0.00
0.08 0.11 0.00
0.01 0.13 -0.13
-0.01 0.08 -0.05

E_LUMO = -2.93 eV
total energy = -9726.62460 Eh
largest force on an atom = 0.04262 hartree/bohr
net charge = +1
multiplicity = 1